The following is a DFT calculation (the ωB97M-V functional and the def2-TZVPD basis) of a molecular structure, C47H102I3NO8P.

## Properties
- HOMO-LUMO gap (eV) = 6.6
- charge = +1
- highest occupied orbital energy (eV) = -10.9

Cartesian coordinates (Å):
1 C -1.943 3.501 1.755
2 C -2.156 2.166 2.493
3 C -2.464 0.962 1.597
4 C -1.314 0.151 0.915
5 C -1.414 0.423 -0.593
6 C 0.105 0.356 1.481
7 C 1.359 0.144 0.576
8 P 1.549 1.494 -0.737
9 C 1.161 3.009 0.220
10 C 3.375 1.680 -0.872
11 C 1.679 -1.362 0.148
12 C 0.911 -1.948 -1.076
13 C 1.039 -1.418 -2.514
14 C -0.273 -1.522 -3.319
15 C -0.422 -0.401 -4.336
16 O 0.423 -0.583 -5.470
17 C 3.249 -1.460 0.049
18 I 4.273 -2.784 1.469
19 C 3.907 -1.733 -1.309
20 C 5.391 -1.324 -1.313
21 I 3.825 -3.785 -1.945
22 C 1.122 -2.196 1.310
23 C 1.387 -1.584 2.657
24 C 1.432 -2.547 3.823
25 C 1.945 -1.903 5.112
26 C 1.899 -2.835 6.336
27 C 3.269 -3.055 7.012
28 C 3.355 -2.431 8.414
29 C 4.735 -1.877 8.767
30 O 4.722 -0.444 8.662
31 C 4.735 0.104 7.428
32 C 5.861 -0.287 6.518
33 O 3.927 0.939 7.137
34 N 0.414 -0.406 2.820
35 I -1.234 -0.892 4.044
36 H -2.260 3.438 0.714
37 H -2.568 4.264 2.217
38 H -0.915 3.849 1.819
39 H -1.309 1.988 3.161
40 H -3.015 2.286 3.155
41 H -3.069 0.266 2.173
42 H -3.133 1.319 0.811
43 H -1.584 -0.901 1.056
44 H -0.559 0.116 -1.175
45 H -1.562 1.490 -0.773
46 H -2.309 -0.078 -0.961
47 H 0.171 1.400 1.782
48 H 2.172 0.402 1.271
49 H 1.860 3.778 -0.104
50 H 1.265 2.923 1.304
51 H 0.150 3.332 -0.014
52 H 3.719 1.183 -1.776
53 H 3.552 2.747 -1.015
54 H 3.973 1.369 -0.017
55 H 1.153 -3.014 -1.086
56 H -0.147 -1.914 -0.814
57 H 1.765 -2.035 -3.043
58 H 1.407 -0.394 -2.564
59 H -0.264 -2.458 -3.881
60 H -1.142 -1.539 -2.660
61 H -1.439 -0.369 -4.725
62 H -0.197 0.564 -3.867
63 H 1.335 -0.654 -5.170
64 H 3.674 -0.517 0.369
65 H 3.434 -1.143 -2.081
66 H 5.567 -0.474 -0.653
67 H 6.069 -2.143 -1.092
68 H 5.622 -0.988 -2.324
69 H 0.038 -2.276 1.187
70 H 1.482 -3.223 1.265
71 H 2.377 -1.122 2.647
72 H 2.178 -3.289 3.523
73 H 0.507 -3.108 3.961
74 H 1.408 -0.975 5.328
75 H 2.977 -1.597 4.913
76 H 1.444 -3.788 6.069
77 H 1.251 -2.358 7.073
78 H 4.065 -2.654 6.381
79 H 3.458 -4.128 7.087
80 H 3.069 -3.165 9.168
81 H 2.653 -1.599 8.484
82 H 5.517 -2.296 8.133
83 H 5.004 -2.094 9.798
84 H 5.988 -1.362 6.427
85 H 6.794 0.110 6.920
86 H 5.671 0.137 5.536
87 H 0.915 0.272 3.392
88 C 6.627 3.750 -4.670
89 C 5.884 3.249 -3.445
90 O 5.966 1.845 -3.253
91 C 7.272 1.323 -3.067
92 C 7.985 1.861 -1.838
93 H 6.302 3.211 -5.560
94 H 6.429 4.813 -4.813
95 H 7.706 3.627 -4.574
96 H 4.818 3.453 -3.553
97 H 6.223 3.780 -2.547
98 H 7.887 1.470 -3.961
99 H 7.127 0.250 -2.964
100 H 8.219 2.922 -1.929
101 H 8.925 1.328 -1.693
102 H 7.367 1.728 -0.948
103 C -6.117 3.873 4.539
104 C -5.553 4.588 3.326
105 O -5.245 3.723 2.243
106 C -6.340 2.984 1.722
107 C -7.469 3.842 1.181
108 H -5.452 3.070 4.861
109 H -6.240 4.574 5.364
110 H -7.098 3.439 4.337
111 H -4.608 5.072 3.579
112 H -6.236 5.379 3.000
113 H -6.723 2.284 2.473
114 H -5.912 2.386 0.915
115 H -7.971 4.401 1.972
116 H -8.218 3.208 0.705
117 H -7.092 4.552 0.445
118 C 4.551 -3.127 -5.776
119 C 5.223 -3.263 -7.132
120 O 6.524 -3.815 -7.069
121 C 6.615 -5.125 -6.538
122 C 5.839 -6.169 -7.322
123 H 5.191 -2.573 -5.087
124 H 3.602 -2.597 -5.882
125 H 4.337 -4.097 -5.325
126 H 5.357 -2.278 -7.579
127 H 4.587 -3.838 -7.815
128 H 6.312 -5.135 -5.484
129 H 7.679 -5.359 -6.563
130 H 4.762 -6.009 -7.267
131 H 6.046 -7.161 -6.921
132 H 6.131 -6.150 -8.373
133 C -12.002 3.656 5.391
134 C -11.181 3.503 4.123
135 O -9.897 2.935 4.330
136 C -9.881 1.628 4.875
137 C -10.574 0.588 4.012
138 H -11.441 4.213 6.143
139 H -12.923 4.196 5.173
140 H -12.279 2.692 5.821
141 H -10.984 4.484 3.690
142 H -11.738 2.930 3.373
143 H -10.300 1.627 5.887
144 H -8.822 1.381 4.971
145 H -11.648 0.760 3.944
146 H -10.427 -0.405 4.438
147 H -10.166 0.598 3.000
148 C -5.851 -2.389 -7.934
149 C -5.394 -1.330 -6.945
150 O -4.064 -1.501 -6.487
151 C -3.059 -1.456 -7.486
152 C -2.988 -0.138 -8.237
153 H -5.703 -3.386 -7.519
154 H -6.910 -2.256 -8.155
155 H -5.308 -2.331 -8.877
156 H -6.007 -1.377 -6.045
157 H -5.529 -0.328 -7.370
158 H -3.170 -2.291 -8.187
159 H -2.123 -1.618 -6.949
160 H -3.876 0.037 -8.846
161 H -2.125 -0.138 -8.902
162 H -2.889 0.694 -7.538

Here are the Löwdin charges for atoms 1 to 99, given in e: C -0.08; C -0.27; C -0.23; C -0.33; C -0.07; C -0.24; C -0.31; P 0.98; C -0.27; C -0.27; C -0.39; C -0.16; C -0.23; C -0.17; C -0.26; O -0.06; C -0.61; I 1.01; C -0.81; C -0.21; I 0.95; C -0.17; C -0.40; C -0.26; C -0.22; C -0.17; C -0.18; C -0.15; C -0.16; O -0.01; C -0.55; C 0.02; O 0.12; N -0.30; I 1.28; H 0.08; H 0.06; H 0.05; H 0.06; H 0.10; H 0.05; H 0.11; H 0.10; H 0.01; H 0.09; H 0.10; H 0.09; H 0.10; H 0.04; H 0.05; H 0.02; H 0.03; H 0.04; H 0.05; H 0.08; H 0.10; H 0.05; H 0.06; H 0.13; H 0.10; H 0.11; H 0.11; H 0.07; H 0.02; H 0.05; H 0.07; H 0.04; H 0.06; H 0.12; H 0.10; H 0.09; H 0.08; H 0.08; H 0.07; H 0.11; H 0.11; H 0.11; H 0.09; H 0.11; H 0.12; H 0.12; H 0.11; H 0.13; H 0.07; H 0.10; H 0.09; H 0.11; C -0.07; C -0.29; O -0.18; C -0.28; C -0.07; H 0.09; H 0.08; H 0.07; H 0.11; H 0.11; H 0.11; H 0.09